Record 1
This record from OMol25 describes a cluster of 2 separate species, C7H16N2O4 in total in a non-equilibrium geometry. The level of theory is ωB97M-V with the def2-TZVPD basis set.

Properties
Energy relative to the best compared isomer or geometry (same formula, charge and spin)   0.000 eV
Structure (SMILES)   COC(=O)OCCN.CNC(C)=O
Multiplicity   1
Total energy   -686.7748 a.u.

CARTESIAN COORDINATES (ANGSTROEM)
C (1.176, 4.765, 0.393)
O (1.360, 3.356, 0.491)
C (0.719, 2.667, -0.450)
O (-0.304, 2.961, -0.936)
O (1.354, 1.526, -0.794)
C (1.143, 0.563, 0.290)
C (2.349, 0.504, 1.237)
N (1.946, 0.397, 2.656)
H (0.152, 5.047, 0.173)
H (1.857, 5.226, -0.319)
H (1.409, 5.179, 1.371)
H (0.218, 0.792, 0.828)
H (0.994, -0.415, -0.178)
H (2.967, 1.392, 1.124)
H (2.908, -0.394, 0.983)
H (2.513, 0.997, 3.236)
H (0.979, 0.674, 2.762)
C (-3.082, -2.733, -2.137)
N (-1.824, -2.153, -1.706)
C (-1.022, -2.553, -0.689)
C (-1.459, -3.749, 0.119)
O (0.016, -1.952, -0.450)
H (-2.994, -3.049, -3.178)
H (-3.869, -1.980, -2.066)
H (-3.356, -3.588, -1.530)
H (-1.473, -1.348, -2.203)
H (-0.719, -3.944, 0.889)
H (-2.419, -3.555, 0.599)
H (-1.538, -4.631, -0.519)

Charges obtained by natural (NBO) population analysis, quoted in units of e:
1. C -0.26
2. O -0.52
3. C 0.99
4. O -0.59
5. O -0.53
6. C -0.11
7. C -0.25
8. N -0.84
9. H 0.21
10. H 0.18
11. H 0.19
12. H 0.16
13. H 0.26
14. H 0.19
15. H 0.19
16. H 0.36
17. H 0.35
18. C -0.41
19. N -0.61
20. C 0.69
21. C -0.72
22. O -0.65
23. H 0.20
24. H 0.20
25. H 0.21
26. H 0.41
27. H 0.25
28. H 0.23
29. H 0.23

=====

Record 2
This record from OMol25 describes a structure of composition C23H35AsAuIN8O2. The level of theory is ωB97M-V with the def2-TZVPD basis set.

Properties
Energy relative to the best compared isomer or geometry (same formula, charge and spin)   0.640 eV
Multiplicity   1
Total energy   -4154.5329 a.u.
Charge   +2

CARTESIAN COORDINATES (ANGSTROEM)
Au (1.561, 1.016, 0.181)
N (3.681, 1.212, 0.362)
C (4.291, 1.885, 1.560)
C (3.962, 1.199, 2.876)
C (2.449, 1.342, 3.118)
O (1.995, 2.317, 3.693)
O (1.747, 0.441, 2.527)
H (4.129, 0.307, 0.232)
H (3.941, 1.764, -0.454)
H (3.927, 2.912, 1.561)
H (5.368, 1.909, 1.376)
H (4.538, 1.698, 3.655)
H (4.260, 0.150, 2.836)
C (-1.318, 0.308, 2.018)
C (-1.420, 0.640, 0.579)
N (-0.414, 0.871, -0.277)
C (-0.966, 1.213, -1.497)
C (-2.310, 1.174, -1.380)
N (-2.576, 0.822, -0.083)
C (-3.927, 0.662, 0.473)
N (-4.764, 0.012, -0.471)
N (-5.889, 0.663, -0.900)
N (-6.493, -0.053, -1.743)
C (-5.793, -1.227, -1.929)
C (-6.058, -2.312, -2.766)
C (-5.156, -3.351, -2.742)
C (-4.019, -3.315, -1.909)
C (-3.744, -2.246, -1.082)
C (-4.666, -1.198, -1.109)
H (-0.277, 0.324, 2.347)
H (-1.765, -0.665, 2.228)
H (-1.845, 1.056, 2.613)
H (-0.368, 1.415, -2.366)
H (-3.093, 1.356, -2.093)
H (-4.357, 1.650, 0.649)
H (-3.845, 0.126, 1.419)
H (-6.939, -2.329, -3.390)
H (-5.321, -4.219, -3.362)
H (-3.351, -4.166, -1.917)
H (-2.880, -2.241, -0.430)
I (1.382, 6.950, 1.992)
C (1.390, 5.273, 0.806)
C (1.416, 5.212, -0.573)
N (1.421, 3.914, -0.922)
N (1.383, 3.128, 0.172)
C (1.374, 3.941, 1.230)
H (1.417, 5.990, -1.317)
H (1.391, 3.525, -1.849)
H (1.350, 3.534, 2.235)
C (-0.113, -2.006, -2.042)
C (0.105, -2.198, -0.548)
As (1.737, -1.408, 0.144)
C (3.173, -1.864, -1.095)
C (3.305, -1.021, -2.358)
C (2.146, -2.411, 1.749)
C (1.041, -2.504, 2.785)
H (-1.062, -2.457, -2.335)
H (0.665, -2.490, -2.629)
H (-0.156, -0.953, -2.317)
H (0.193, -3.255, -0.281)
H (-0.720, -1.791, 0.040)
H (2.974, -2.909, -1.351)
H (4.093, -1.876, -0.500)
H (2.502, -1.223, -3.064)
H (4.246, -1.250, -2.858)
H (3.289, 0.053, -2.159)
H (3.070, -2.001, 2.158)
H (2.363, -3.394, 1.309)
H (0.819, -1.527, 3.208)
H (1.380, -3.153, 3.591)
H (0.134, -2.950, 2.374)

Charges obtained by Löwdin population analysis, quoted in units of e:
1. Au 1.11
2. N -0.05
3. C -0.18
4. C -0.08
5. C -0.67
6. O 0.04
7. O -0.23
8. H 0.08
9. H 0.11
10. H 0.12
11. H 0.14
12. H 0.14
13. H 0.11
14. C 0.02
15. C -0.32
16. N -0.10
17. C -0.12
18. C 0.00
19. N 0.02
20. C -0.04
21. N -0.08
22. N 0.07
23. N 0.10
24. C -0.21
25. C 0.02
26. C -0.06
27. C -0.07
28. C -0.03
29. C -0.17
30. H 0.04
31. H 0.10
32. H 0.11
33. H 0.11
34. H 0.15
35. H 0.16
36. H 0.14
37. H 0.13
38. H 0.11
39. H 0.11
40. H 0.09
41. I 0.99
42. C -0.75
43. C -0.10
44. N 0.01
45. N -0.13
46. C -0.15
47. H 0.14
48. H 0.16
49. H 0.10
50. C -0.12
51. C -0.37
52. As 1.24
53. C -0.38
54. C -0.15
55. C -0.36
56. C -0.13
57. H 0.08
58. H 0.07
59. H 0.05
60. H 0.10
61. H 0.04
62. H 0.09
63. H 0.08
64. H 0.07
65. H 0.09
66. H 0.04
67. H 0.07
68. H 0.09
69. H 0.05
70. H 0.09
71. H 0.07

=====

Record 3
This record from OMol25 describes a structure of composition C30H47N5PdS2. The level of theory is ωB97M-V with the def2-TZVPD basis set.

Properties
Energy relative to the best compared isomer or geometry (same formula, charge and spin)   0.289 eV
Multiplicity   1
Total energy   -2368.9211 a.u.
Charge   +2

CARTESIAN COORDINATES (ANGSTROEM)
Pd (-0.183, 0.773, 0.522)
C (4.169, 2.016, -4.677)
C (3.573, 0.684, -4.198)
C (4.318, -0.480, -4.868)
C (2.103, 0.626, -4.616)
C (3.733, 0.597, -2.679)
C (5.024, 0.467, -2.120)
C (5.241, 0.388, -0.761)
C (4.131, 0.441, 0.085)
S (4.049, 0.317, 1.819)
C (2.341, 0.459, 1.730)
N (1.865, 0.603, 0.523)
C (2.857, 0.579, -0.448)
C (2.651, 0.664, -1.825)
C (1.387, 0.350, 2.813)
C (1.693, 0.140, 4.154)
C (0.667, -0.030, 5.074)
C (-0.657, 0.010, 4.654)
C (-0.971, 0.230, 3.312)
C (0.051, 0.398, 2.409)
H (4.050, 2.116, -5.758)
H (5.234, 2.084, -4.448)
H (3.666, 2.861, -4.198)
H (4.086, -0.502, -5.935)
H (4.021, -1.438, -4.436)
H (5.400, -0.385, -4.772)
H (2.039, 0.583, -5.704)
H (1.551, 1.512, -4.289)
H (1.607, -0.264, -4.219)
H (5.884, 0.428, -2.778)
H (6.242, 0.283, -0.364)
H (1.639, 0.772, -2.193)
H (2.727, 0.102, 4.481)
H (0.900, -0.205, 6.116)
H (-1.456, -0.130, 5.371)
H (-2.011, 0.272, 3.004)
N (-4.757, -1.373, -1.536)
C (-3.971, -2.158, -0.510)
C (-2.522, -1.693, -0.543)
N (-2.390, -0.250, -0.323)
C (-3.170, 0.505, -1.306)
C (-4.640, 0.118, -1.299)
H (-5.736, -1.662, -1.533)
H (-4.394, -1.587, -2.468)
H (-4.071, -3.218, -0.732)
H (-4.430, -1.953, 0.457)
H (-2.080, -1.926, -1.515)
H (-1.957, -2.241, 0.208)
H (-2.730, -0.024, 0.611)
H (-2.740, 0.317, -2.294)
H (-3.083, 1.574, -1.117)
H (-5.206, 0.635, -2.071)
H (-5.102, 0.319, -0.333)
C (0.335, 6.387, 3.677)
C (0.142, 6.536, 2.171)
C (1.417, 6.309, 1.359)
C (1.944, 4.879, 1.428)
N (1.004, 3.897, 0.875)
C (0.720, 3.723, -0.417)
S (-0.627, 2.698, -0.849)
N (1.456, 4.346, -1.318)
C (1.353, 4.265, -2.781)
C (0.876, 5.559, -3.420)
C (-0.611, 5.877, -3.252)
C (-0.986, 6.486, -1.901)
H (-0.608, 6.526, 4.205)
H (1.039, 7.131, 4.056)
H (0.716, 5.401, 3.956)
H (-0.217, 7.543, 1.954)
H (-0.640, 5.853, 1.823)
H (2.210, 6.971, 1.719)
H (1.227, 6.575, 0.316)
H (2.123, 4.579, 2.458)
H (2.904, 4.787, 0.914)
H (0.380, 3.426, 1.509)
H (2.222, 4.902, -0.971)
H (0.691, 3.434, -3.020)
H (2.346, 4.017, -3.157)
H (1.115, 5.481, -4.483)
H (1.469, 6.395, -3.033)
H (-1.199, 4.973, -3.437)
H (-0.883, 6.590, -4.031)
H (-0.931, 5.764, -1.083)
H (-2.005, 6.874, -1.921)
H (-0.326, 7.325, -1.662)

Charges obtained by Löwdin population analysis, quoted in units of e:
1. Pd 0.69
2. C -0.03
3. C -0.55
4. C -0.04
5. C -0.06
6. C -0.15
7. C -0.01
8. C -0.05
9. C -0.44
10. S 1.18
11. C -0.54
12. N -0.03
13. C -0.28
14. C 0.03
15. C -0.25
16. C -0.02
17. C -0.05
18. C -0.06
19. C -0.10
20. C -0.21
21. H 0.10
22. H 0.09
23. H 0.06
24. H 0.09
25. H 0.10
26. H 0.08
27. H 0.09
28. H 0.07
29. H 0.09
30. H 0.12
31. H 0.12
32. H 0.09
33. H 0.12
34. H 0.12
35. H 0.11
36. H 0.09
37. N 0.07
38. C -0.08
39. C -0.17
40. N -0.10
41. C -0.22
42. C -0.08
43. H 0.19
44. H 0.19
45. H 0.14
46. H 0.14
47. H 0.14
48. H 0.14
49. H 0.10
50. H 0.14
51. H 0.08
52. H 0.14
53. H 0.14
54. C -0.10
55. C -0.26
56. C -0.19
57. C -0.16
58. N 0.02
59. C -0.75
60. S 0.62
61. N 0.06
62. C -0.19
63. C -0.18
64. C -0.25
65. C -0.10
66. H 0.08
67. H 0.08
68. H 0.06
69. H 0.11
70. H 0.10
71. H 0.13
72. H 0.09
73. H 0.12
74. H 0.12
75. H 0.11
76. H 0.14
77. H 0.07
78. H 0.10
79. H 0.12
80. H 0.12
81. H 0.10
82. H 0.11
83. H 0.04
84. H 0.08
85. H 0.08

=====

Record 4
This record from OMol25 describes a cluster of 2 separate species, C2HNO4 in total in a non-equilibrium geometry. The level of theory is ωB97M-V with the def2-TZVPD basis set.

Properties
Energy relative to the best compared isomer or geometry (same formula, charge and spin)   0.999 eV
Structure (SMILES)   O=C=NO.O=C=O
Multiplicity   1
Total energy   -432.4763 a.u.

CARTESIAN COORDINATES (ANGSTROEM)
O (-0.763, 1.882, -1.308)
C (0.092, 1.314, -0.757)
N (1.114, 1.047, -0.105)
O (1.550, -0.131, 0.510)
H (2.458, 0.290, 0.758)
O (-1.722, -0.435, -0.141)
C (-1.447, -1.464, 0.299)
O (-1.283, -2.502, 0.744)

Charges obtained by natural (NBO) population analysis, quoted in units of e:
1. O -0.47
2. C 0.82
3. N -0.34
4. O -0.51
5. H 0.50
6. O -0.53
7. C 1.03
8. O -0.50

=====

Record 5
This record from OMol25 describes a cluster of 2 separate species, C4H10S2Si in total in a non-equilibrium geometry. The level of theory is ωB97M-V with the def2-TZVPD basis set.

Properties
Energy relative to the best compared isomer or geometry (same formula, charge and spin)   2.473 eV
Multiplicity   1
Total energy   -1244.1950 a.u.

CARTESIAN COORDINATES (ANGSTROEM)
C (4.006, -1.149, -1.438)
C (-1.464, 1.152, -0.295)
C (0.979, -0.694, -1.416)
C (-0.274, -0.655, 1.878)
Si (0.295, 0.227, 0.198)
S (5.033, -0.153, -0.899)
S (1.938, 1.576, 0.752)
H (1.319, 2.564, 1.187)
H (-2.116, 0.639, 0.434)
H (-1.580, 2.274, -0.280)
H (-1.820, 0.673, -1.242)
H (0.234, -1.541, -1.640)
H (1.026, -0.104, -2.381)
H (2.028, -1.066, -1.371)
H (-0.967, -1.512, 1.622)
H (0.558, -0.940, 2.572)
H (-0.935, -0.028, 2.395)

Charges obtained by natural (NBO) population analysis, quoted in units of e:
1. C -0.20
2. C -1.06
3. C -1.10
4. C -1.07
5. Si 1.40
6. S 0.21
7. S -0.46
8. H 0.13
9. H 0.22
10. H 0.25
11. H 0.23
12. H 0.23
13. H 0.25
14. H 0.25
15. H 0.23
16. H 0.24
17. H 0.23

=====

Record 6
This record from OMol25 describes a structure of composition C21H35N3O2PdSi4Te in a non-equilibrium geometry. The level of theory is ωB97M-V with the def2-TZVPD basis set.

Properties
Energy relative to the best compared isomer or geometry (same formula, charge and spin)   0.222 eV
Multiplicity   1
Total energy   -2689.9958 a.u.

CARTESIAN COORDINATES (ANGSTROEM)
Pd (-0.798, -1.838, 2.325)
O (-1.507, -2.290, 6.295)
C (-1.262, -1.958, 5.161)
N (-1.250, -2.734, 4.027)
C (-1.529, -4.079, 3.999)
O (-1.824, -4.805, 4.917)
C (-1.422, -4.616, 2.588)
C (-1.664, -5.951, 2.336)
C (-1.558, -6.410, 1.034)
C (-1.213, -5.516, 0.034)
C (-0.985, -4.191, 0.357)
N (-1.088, -3.752, 1.613)
C (-0.908, -0.522, 4.833)
C (-0.865, 0.426, 5.836)
C (-0.539, 1.730, 5.504)
C (-0.267, 2.038, 4.181)
C (-0.328, 1.040, 3.226)
N (-0.644, -0.218, 3.549)
H (-1.928, -6.586, 3.170)
H (-1.742, -7.451, 0.804)
H (-1.118, -5.829, -0.996)
H (-0.712, -3.443, -0.379)
H (-1.090, 0.109, 6.845)
H (-0.497, 2.496, 6.267)
H (-0.008, 3.041, 3.873)
H (-0.126, 1.218, 2.181)
C (-1.392, -0.834, -3.891)
Si (0.313, -0.072, -3.687)
C (1.606, -1.433, -3.772)
C (0.613, 1.174, -5.067)
Si (0.464, 1.018, -1.621)
Te (-0.302, -0.747, -0.037)
Si (2.647, 1.538, -0.948)
C (2.573, 2.417, 0.717)
C (3.461, 2.667, -2.220)
C (3.649, -0.039, -0.766)
Si (-1.048, 2.791, -1.358)
C (-0.401, 4.317, -2.256)
C (-1.251, 3.180, 0.472)
C (-2.719, 2.297, -2.063)
H (-1.437, -1.417, -4.814)
H (-2.172, -0.072, -3.930)
H (-1.616, -1.489, -3.048)
H (1.469, -2.034, -4.674)
H (1.529, -2.087, -2.901)
H (2.618, -1.022, -3.792)
H (0.572, 0.685, -6.043)
H (1.591, 1.650, -4.971)
H (-0.143, 1.963, -5.057)
H (2.084, 3.390, 0.636)
H (3.580, 2.575, 1.113)
H (2.016, 1.812, 1.437)
H (2.891, 3.587, -2.361)
H (3.538, 2.171, -3.190)
H (4.472, 2.944, -1.907)
H (3.143, -0.729, -0.088)
H (4.640, 0.185, -0.363)
H (3.777, -0.548, -1.723)
H (0.556, 4.641, -1.840)
H (-1.102, 5.151, -2.169)
H (-0.250, 4.117, -3.319)
H (-0.312, 3.507, 0.924)
H (-1.594, 2.287, 0.996)
H (-1.994, 3.969, 0.615)
H (-2.675, 2.181, -3.147)
H (-3.472, 3.056, -1.836)
H (-3.047, 1.348, -1.633)

Charges obtained by natural (NBO) population analysis, quoted in units of e:
1. Pd 0.78
2. O -0.54
3. C 0.64
4. N -0.67
5. C 0.64
6. O -0.54
7. C 0.12
8. C -0.20
9. C -0.14
10. C -0.24
11. C 0.07
12. N -0.43
13. C 0.12
14. C -0.20
15. C -0.14
16. C -0.24
17. C 0.07
18. N -0.42
19. H 0.26
20. H 0.23
21. H 0.23
22. H 0.25
23. H 0.26
24. H 0.23
25. H 0.24
26. H 0.25
27. C -1.11
28. Si 1.29
29. C -1.11
30. C -1.11
31. Si -0.11
32. Te -0.75
33. Si 1.28
34. C -1.11
35. C -1.11
36. C -1.11
37. Si 1.28
38. C -1.11
39. C -1.11
40. C -1.11
41. H 0.23
42. H 0.24
43. H 0.25
44. H 0.23
45. H 0.25
46. H 0.23
47. H 0.24
48. H 0.24
49. H 0.23
50. H 0.23
51. H 0.24
52. H 0.23
53. H 0.23
54. H 0.23
55. H 0.24
56. H 0.25
57. H 0.23
58. H 0.24
59. H 0.23
60. H 0.24
61. H 0.24
62. H 0.23
63. H 0.24
64. H 0.24
65. H 0.23
66. H 0.23
67. H 0.25

=====

Record 7
This record from OMol25 describes an isolated molecule of C2H4F2O in a non-equilibrium geometry. The level of theory is ωB97M-V with the def2-TZVPD basis set.

Properties
Energy relative to the best compared isomer or geometry (same formula, charge and spin)   0.130 eV
Structure (SMILES)   CC(O)(F)F
Multiplicity   1
Total energy   -353.5769 a.u.

CARTESIAN COORDINATES (ANGSTROEM)
C (-0.776, 0.269, -0.669)
C (0.188, -0.118, 0.419)
O (1.410, 0.271, 0.152)
F (0.097, -1.461, 0.544)
F (-0.250, 0.293, 1.713)
H (-1.660, -0.111, -0.288)
H (-0.627, 1.287, -0.890)
H (-0.524, -0.122, -1.605)
H (2.141, -0.308, 0.625)

Charges obtained by natural (NBO) population analysis, quoted in units of e:
1. C -0.67
2. C 0.91
3. O -0.69
4. F -0.36
5. F -0.38
6. H 0.23
7. H 0.23
8. H 0.23
9. H 0.51

=====

Record 8
This record from OMol25 describes a cluster of 3 separate species, C5H16N2O3 in total in a non-equilibrium geometry. The level of theory is ωB97M-V with the def2-TZVPD basis set.

Properties
Energy relative to the best compared isomer or geometry (same formula, charge and spin)   3.805 eV
Structure (SMILES)   CCCNCC(N)=O.O.O
Multiplicity   1
Total energy   -535.2389 a.u.

CARTESIAN COORDINATES (ANGSTROEM)
C (-1.308, 2.352, -0.984)
C (-1.143, 1.540, 0.261)
C (-1.708, 0.090, -0.098)
N (-1.776, -0.559, 1.295)
C (-0.806, -1.501, 1.697)
C (0.687, -1.079, 2.161)
N (1.630, -1.185, 1.199)
O (0.951, -0.722, 3.310)
H (-2.118, 1.867, -1.522)
H (-1.565, 3.390, -0.712)
H (-0.507, 2.066, -1.598)
H (-1.370, 2.206, 1.047)
H (-0.118, 1.470, 0.679)
H (-1.082, -0.647, -0.693)
H (-2.831, 0.159, -0.346)
H (-1.714, 0.140, 1.984)
H (-0.750, -2.415, 1.015)
H (-1.306, -2.013, 2.551)
H (1.531, -1.741, 0.396)
H (2.640, -0.873, 1.502)
O (1.142, 0.663, -2.708)
H (1.340, -0.105, -3.151)
H (1.222, 0.592, -1.719)
O (3.068, -1.481, -2.022)
H (3.502, -0.639, -2.117)
H (2.387, -1.575, -1.427)

Charges obtained by natural (NBO) population analysis, quoted in units of e:
1. C -0.63
2. C -0.45
3. C -0.23
4. N -0.62
5. C -0.32
6. C 0.65
7. N -0.84
8. O -0.61
9. H 0.20
10. H 0.21
11. H 0.22
12. H 0.23
13. H 0.19
14. H 0.20
15. H 0.21
16. H 0.36
17. H 0.18
18. H 0.23
19. H 0.38
20. H 0.41
21. O -0.95
22. H 0.48
23. H 0.47
24. O -0.95
25. H 0.49
26. H 0.46